Below is a 4-piece molecular cluster, C28H44ClF9NO6Si overall, with properties calculated with ωB97M-V/def2-TZVPD.

As for the largest force on an atom: 1.00 eV/Å. The total charge is +1. Its spin multiplicity is 1. The LUMO energy is -4.212 eV. The value obtained for the highest occupied orbital energy is -11.69 eV. The calculation puts the energy above the lowest of the compared OMol25 structures with the same formula, charge and spin at 0.0 kcal/mol. Its electronic energy is -88377.0551 eV. As for the HOMO-LUMO gap: 7.48 eV.

Positions of all 90 atoms, in Å:
C 0.282 -1.167 1.418
Si 0.125 -0.206 -0.240
C -1.354 0.914 -0.012
C -0.227 -1.456 -1.619
C 0.965 -2.020 -2.421
C 1.662 -3.209 -1.778
C 2.474 -2.825 -0.537
C 3.750 -3.631 -0.321
C 4.649 -2.981 0.767
C 4.446 -3.561 2.172
C 3.262 -2.941 2.904
N 2.005 -3.757 2.774
Cl 1.854 -4.997 3.983
C 1.714 0.776 -0.459
C 2.427 1.173 0.682
C 3.612 1.906 0.601
C 4.112 2.256 -0.649
C 3.419 1.906 -1.806
C 2.230 1.178 -1.698
H 1.333 -1.267 1.677
H -0.225 -0.635 2.218
H -0.173 -2.148 1.286
H -1.197 1.616 0.802
H -1.620 1.453 -0.918
H -2.217 0.307 0.264
H -0.740 -2.297 -1.156
H -0.921 -0.992 -2.317
H 0.587 -2.357 -3.384
H 1.724 -1.272 -2.642
H 2.362 -3.612 -2.511
H 0.963 -4.018 -1.577
H 1.830 -2.952 0.337
H 2.739 -1.771 -0.611
H 3.522 -4.647 0.002
H 4.330 -3.707 -1.235
H 4.379 -1.929 0.827
H 5.698 -3.023 0.499
H 4.347 -4.646 2.143
H 5.322 -3.335 2.772
H 3.480 -2.897 3.967
H 3.053 -1.928 2.589
H 1.183 -3.150 2.848
H 1.979 -4.247 1.878
H 2.057 0.920 1.668
H 4.127 2.176 1.507
H 5.036 2.812 -0.719
H 3.774 2.175 -2.787
H 1.698 0.907 -2.600
C -2.796 1.766 -7.165
C -2.083 0.762 -6.288
O -2.869 0.432 -5.121
C -3.830 -0.461 -5.307
O -4.103 -1.032 -6.318
C -4.561 -0.710 -3.976
F -4.840 0.441 -3.347
F -3.790 -1.442 -3.155
F -5.696 -1.365 -4.172
H -3.058 2.656 -6.592
H -2.154 2.059 -7.994
H -3.715 1.348 -7.574
H -1.159 1.180 -5.896
H -1.839 -0.150 -6.832
C -7.532 0.829 -1.500
C -6.593 1.952 -1.114
O -7.290 3.211 -1.044
C -7.969 3.436 0.071
O -8.051 2.715 1.020
C -8.627 4.826 0.002
F -9.224 5.020 -1.177
F -7.693 5.773 0.162
F -9.532 4.959 0.963
H -8.038 1.062 -2.437
H -6.977 -0.100 -1.623
H -8.295 0.677 -0.737
H -5.828 2.090 -1.871
H -6.097 1.754 -0.164
C 3.577 3.037 7.304
C 2.768 2.449 6.170
O 3.627 1.920 5.131
C 4.132 0.722 5.343
O 3.944 -0.002 6.275
C 5.001 0.316 4.140
F 5.799 1.301 3.740
F 4.201 -0.024 3.103
F 5.746 -0.749 4.424
H 4.266 3.793 6.928
H 2.913 3.499 8.033
H 4.163 2.270 7.810
H 2.175 3.217 5.679
H 2.092 1.668 6.515

---

Below is C28H44IN5OSi4TeTi as an isolated structure, with properties calculated with ωB97M-V/def2-TZVPD.

As for the largest force on an atom: 0.52 eV/Å. The total charge is +2. Its spin multiplicity is 1. The LUMO energy (spin up / spin down) is -6.672 / -6.672 eV. The value obtained for the highest occupied orbital energy (spin up / spin down) is -13.01 / -13.01 eV. The calculation puts the energy above the lowest of the compared OMol25 structures with the same formula, charge and spin at 0.0 kcal/mol. Its electronic energy is -109258.4711 eV. As for the HOMO-LUMO gap (spin up / spin down): 6.34 / 6.33 eV.

Positions of all 85 atoms, in Å:
Ti 0.907 1.539 -0.256
C -1.778 1.172 4.447
C -0.554 1.916 4.606
C 0.501 1.790 3.766
C 0.408 0.960 2.607
C -0.838 0.165 2.413
C -1.911 0.335 3.412
N 1.364 0.847 1.694
C 2.709 1.167 2.052
C 3.342 0.740 3.210
C 4.641 1.163 3.452
C 5.291 2.009 2.557
C 4.673 2.413 1.383
C 3.402 1.935 1.117
N 2.596 2.227 0.003
N 2.714 3.459 -0.599
C 1.546 4.102 -0.563
C 1.407 5.438 -1.037
C 0.252 6.104 -0.792
C -0.824 5.467 -0.112
C -0.695 4.167 0.240
N 0.452 3.457 -0.005
H -2.570 1.291 5.173
H -0.481 2.615 5.430
H 1.400 2.370 3.917
H -0.534 -0.884 2.368
H -2.810 -0.255 3.281
H 2.822 0.104 3.915
H 5.149 0.841 4.351
H 6.293 2.351 2.775
H 5.165 3.067 0.676
H 2.254 5.896 -1.527
H 0.147 7.135 -1.104
H -1.736 6.001 0.107
H -1.499 3.623 0.719
C 0.934 -3.208 1.675
Si -0.878 -3.495 1.284
C -1.159 -5.205 0.588
C -1.949 -3.226 2.801
Si -1.509 -2.076 -0.497
Te -1.658 0.370 0.382
Si 0.194 -1.985 -2.121
C 0.638 -3.722 -2.642
C -0.396 -0.990 -3.599
C 1.721 -1.174 -1.325
Si -3.698 -2.356 -1.337
C -4.858 -2.540 0.115
C -4.138 -0.845 -2.355
C -3.635 -3.888 -2.404
H 1.241 -3.835 2.516
H 1.169 -2.171 1.935
H 1.558 -3.478 0.821
H -0.748 -5.951 1.272
H -0.686 -5.348 -0.384
H -2.225 -5.412 0.479
H -1.966 -4.152 3.381
H -2.981 -2.984 2.541
H -1.571 -2.448 3.464
H -0.225 -4.242 -3.061
H 1.007 -4.307 -1.797
H 1.420 -3.714 -3.405
H -1.147 -1.553 -4.156
H 0.434 -0.791 -4.282
H -0.842 -0.039 -3.303
H 2.448 -1.949 -1.069
H 1.503 -0.711 -0.350
H 2.238 -0.465 -1.974
H -4.791 -1.684 0.791
H -4.648 -3.446 0.686
H -5.890 -2.604 -0.237
H -4.104 0.072 -1.762
H -5.158 -0.943 -2.735
H -3.475 -0.735 -3.214
H -3.355 -4.773 -1.831
H -2.922 -3.775 -3.224
H -4.615 -4.078 -2.846
N 0.533 3.117 -3.949
C 1.272 2.348 -3.191
O 0.743 1.726 -2.220
C 2.722 2.128 -3.497
I 3.709 3.760 -4.435
H -0.452 3.226 -3.754
H 0.945 3.640 -4.710
H 2.797 1.271 -4.168
H 3.249 1.911 -2.574

---

Below is C28H45BrHgN2OP2 as an isolated structure at a distorted geometry, with properties calculated with ωB97M-V/def2-TZVPD.

As for the largest force on an atom: 2.88 eV/Å. The total charge is +2. Its spin multiplicity is 1. The LUMO energy (spin up / spin down) is -8.796 / -8.770 eV. The value obtained for the highest occupied orbital energy (spin up / spin down) is -13.64 / -13.62 eV. The calculation puts the energy above the lowest of the compared OMol25 structures with the same formula, charge and spin at 62.0 kcal/mol. Its electronic energy is -127569.5473 eV. As for the HOMO-LUMO gap (spin up / spin down): 4.84 / 4.85 eV.

Positions of all 80 atoms, in Å:
C 2.440 4.810 -1.411
C 1.305 4.471 -2.182
C 1.484 4.016 -3.497
C 2.774 3.647 -3.883
N 3.823 3.767 -3.067
C 3.688 4.388 -1.884
C 0.050 4.367 -1.517
C -0.868 4.060 -0.761
C -1.748 3.382 0.127
C -1.268 3.130 1.453
C -1.736 1.980 2.078
C -2.345 1.092 1.186
C -3.277 1.515 0.243
C -2.868 2.688 -0.386
Hg -1.440 -0.792 0.753
P 1.284 -0.615 -0.406
H 0.641 3.889 -4.178
H 2.350 5.319 -0.442
H 2.945 3.242 -4.884
H 4.589 4.574 -1.276
H -3.297 3.036 -1.340
H -0.592 3.847 1.957
H -4.161 0.937 -0.049
H -1.610 1.751 3.151
C 2.123 -2.257 -0.168
C 3.382 -2.572 -0.960
H 1.341 -2.983 -0.430
H 2.295 -2.360 0.912
H 3.711 -3.578 -0.675
H 3.192 -2.587 -2.038
H 4.225 -1.903 -0.750
C 1.660 -0.172 -2.177
C 3.067 0.315 -2.567
H 0.941 0.642 -2.396
H 1.378 -1.038 -2.806
H 3.042 0.595 -3.633
H 3.358 1.221 -2.010
H 3.850 -0.458 -2.465
C 2.364 0.568 0.554
C 3.853 0.282 0.654
H 1.908 0.551 1.557
H 2.172 1.568 0.133
H 4.293 1.043 1.304
H 4.050 -0.689 1.118
H 4.387 0.343 -0.300
Br -3.283 -1.403 2.494
P -2.114 -1.932 -1.759
C -0.902 -2.696 -2.920
C -1.307 -3.977 -3.632
H -0.014 -2.870 -2.298
H -0.605 -1.942 -3.656
H -0.500 -4.299 -4.294
H -1.493 -4.787 -2.927
H -2.202 -3.855 -4.247
C -3.321 -3.271 -1.298
C -4.600 -3.379 -2.080
H -3.540 -3.049 -0.244
H -2.767 -4.216 -1.314
H -5.223 -4.164 -1.649
H -5.193 -2.468 -2.048
H -4.451 -3.640 -3.127
C -3.070 -0.680 -2.720
C -3.379 -0.980 -4.179
H -2.480 0.244 -2.651
H -4.005 -0.499 -2.163
H -3.831 -0.104 -4.650
H -2.487 -1.220 -4.754
H -4.087 -1.802 -4.310
C 0.398 -0.175 5.466
N 0.720 -1.435 4.825
C 1.166 -2.572 5.608
C 0.497 -1.548 3.512
O 0.113 -0.582 2.814
H 0.646 -0.274 6.524
H -0.667 0.075 5.338
H 0.978 0.640 5.009
H 0.425 -3.384 5.590
H 2.086 -2.982 5.175
H 1.338 -2.241 6.634
H 0.709 -2.554 3.089